Record 1
Below is a molecular structure, C24H21CeNO4, with properties calculated with the ωB97M-V functional and the def2-TZVPD basis.

The geometry in XYZ format:
```
51
C24H21CeNO4, DFT the ωB97M-V functional and the def2-TZVPD basis
Ce 0.63 0.17 0.66
C -7.05 0.44 -0.54
O -5.76 -0.17 -0.60
C -4.68 0.59 -0.51
C -4.73 2.00 -0.45
C -3.55 2.69 -0.36
C -2.30 2.03 -0.29
C -1.12 2.81 -0.04
C -1.07 4.25 -0.43
O -0.11 2.33 0.52
C -2.27 0.61 -0.43
O -1.12 -0.05 -0.55
C -3.47 -0.08 -0.52
H -7.77 -0.37 -0.54
H -7.22 1.08 -1.41
H -7.16 1.03 0.37
H -5.66 2.54 -0.47
H -3.59 3.76 -0.28
H -1.59 4.86 0.33
H -1.56 4.43 -1.39
H -0.04 4.58 -0.46
H -3.45 -1.16 -0.63
C 5.08 -2.87 3.26
C 4.72 -1.56 2.89
C 3.47 -1.31 2.41
C 2.49 -2.34 2.25
C 1.19 -2.05 1.72
C 0.33 -3.13 1.61
C 0.68 -4.44 2.01
C 1.92 -4.70 2.50
C 2.87 -3.65 2.63
C 4.17 -3.89 3.14
H 6.07 -3.07 3.65
H 5.43 -0.75 3.00
H 3.21 -0.29 2.15
H -0.67 -2.98 1.22
H -0.04 -5.24 1.92
H 2.21 -5.70 2.81
H 4.44 -4.90 3.43
O 2.48 0.48 -0.35
N 2.30 0.85 -1.63
C 2.35 2.15 -1.94
C 2.28 2.55 -3.25
C 2.18 1.60 -4.25
C 2.13 0.26 -3.90
C 2.20 -0.09 -2.57
H 2.44 2.82 -1.09
H 2.33 3.60 -3.49
H 2.14 1.89 -5.29
H 2.05 -0.52 -4.64
H 2.20 -1.11 -2.20
```

Its highest occupied orbital energy (spin up / spin down) is -0.3561 / -0.3562 hartree. The value obtained for the total energy is -47831.098 eV. The lowest unoccupied orbital energy (spin up / spin down) comes out at -0.1384 / -0.1382 hartree. As for the net charge: +1. Its spin multiplicity is 2. The expectation value of S² is 0.751.

Record 2
Below is 2 unconnected molecules or ions with the total composition HPS, with properties calculated with the ωB97M-V functional and the def2-TZVPD basis.

The geometry in XYZ format:
```
3
HPS, DFT the ωB97M-V functional and the def2-TZVPD basis
P -0.22 0.09 1.95
S 0.92 -1.22 2.68
H -0.18 0.19 -0.22
```

Its highest occupied orbital energy (spin up / spin down) is -0.3185 / -0.3184 hartree. The value obtained for the total energy is -20137.547 eV. The lowest unoccupied orbital energy (spin up / spin down) comes out at -0.0643 / -0.0643 hartree.

Record 3
Below is a molecular structure, C28H38CrN4OP2, with properties calculated with the ωB97M-V functional and the def2-TZVPD basis.

The geometry in XYZ format:
```
74
C28H38CrN4OP2, DFT the ωB97M-V functional and the def2-TZVPD basis
Cr -0.72 -1.11 2.71
C 2.50 -1.13 -4.49
C 2.67 -0.09 -3.68
C 2.34 1.34 -4.04
C 1.02 1.49 -4.83
C -0.11 0.64 -4.27
C -0.40 -0.60 -4.66
C 0.32 -1.34 -5.79
C 1.84 -1.13 -5.85
C -2.62 -1.70 3.49
H 2.92 -2.11 -4.23
H 3.31 -0.21 -2.80
H 3.18 1.70 -4.65
H 2.30 1.99 -3.14
H 0.72 2.56 -4.81
H 1.19 1.21 -5.88
H -0.75 1.17 -3.56
H -1.32 -1.08 -4.31
H -0.15 -0.99 -6.73
H 0.12 -2.43 -5.73
H 2.27 -1.96 -6.43
H 2.08 -0.21 -6.40
H -2.42 -2.58 4.13
H -3.49 -1.90 2.84
H -2.76 -0.80 4.12
P -1.84 0.50 1.22
P 1.26 -0.03 1.78
N -2.94 -0.34 0.15
N -2.80 1.82 1.87
N 1.94 -1.18 0.69
N 2.65 0.43 2.74
C -0.60 1.30 0.15
C 0.76 1.47 0.87
C -3.07 -1.73 0.21
C -3.97 -2.14 -0.74
C -4.41 -0.97 -1.45
C -3.79 0.11 -0.87
C -3.86 1.68 2.77
C -4.29 2.93 3.17
C -3.46 3.89 2.52
C -2.56 3.19 1.74
C 1.66 -2.55 0.83
C 2.09 -3.22 -0.30
C 2.65 -2.24 -1.19
C 2.53 -1.01 -0.56
C 3.93 0.74 2.27
C 4.68 1.26 3.31
C 3.86 1.22 4.49
C 2.62 0.73 4.11
H -1.01 2.27 -0.18
H -0.51 0.68 -0.75
H 1.54 1.82 0.18
H 0.65 2.26 1.63
H -2.52 -2.28 0.96
H -4.29 -3.15 -0.90
H -5.11 -0.97 -2.27
H -3.88 1.17 -1.06
H -4.21 0.70 3.05
H -5.10 3.17 3.84
H -3.52 4.97 2.59
H -1.76 3.54 1.11
H 1.16 -2.91 1.72
H 2.04 -4.28 -0.48
H 3.06 -2.43 -2.17
H 2.81 -0.02 -0.89
H 4.20 0.54 1.25
H 5.69 1.63 3.24
H 4.16 1.50 5.48
H 1.71 0.55 4.66
C -0.45 -1.10 5.66
O -0.35 -0.49 4.39
H 0.24 -1.97 5.75
H -1.48 -1.42 5.93
H -0.13 -0.36 6.43
```

Its highest occupied orbital energy (spin up / spin down) is -0.2649 / -0.2871 hartree. The value obtained for the total energy is -84655.582 eV. The lowest unoccupied orbital energy (spin up / spin down) comes out at 0.0090 / 0.0054 hartree. Its spin multiplicity is 5. The expectation value of S² is 6.045.

Record 4
Below is a single C3H4OSi molecule, with properties calculated with the ωB97M-V functional and the def2-TZVPD basis.

The geometry in XYZ format:
```
9
C3H4OSi, DFT the ωB97M-V functional and the def2-TZVPD basis
C 1.26 -1.08 -0.85
C 0.71 -0.22 -0.19
C -0.31 0.59 0.50
O -3.26 -0.92 0.04
Si -2.10 0.09 -0.20
H 1.91 -1.75 -1.32
H 0.11 1.63 0.17
H -0.40 0.42 1.61
H -2.34 1.29 -1.06
```

Its highest occupied orbital energy (spin up / spin down) is -0.2222 / -0.3631 hartree. The value obtained for the total energy is -13093.921 eV. The lowest unoccupied orbital energy (spin up / spin down) comes out at 0.0025 / -0.1448 hartree. Its spin multiplicity is 3. The expectation value of S² is 2.012.

Record 5
Below is a molecular structure, C22H25N3O4S, with properties calculated with the ωB97M-V functional and the def2-TZVPD basis.

The geometry in XYZ format:
```
55
C22H25N3O4S, DFT the ωB97M-V functional and the def2-TZVPD basis
C 4.14 0.36 0.44
H 4.91 0.07 0.95
O 3.06 0.68 1.41
C 1.98 1.32 1.03
C 1.15 1.90 2.03
C 0.07 2.30 1.86
C -0.30 2.44 0.63
C 0.27 2.03 -0.63
C 1.56 1.47 -0.40
H 2.16 1.21 -1.10
H -0.01 1.93 -1.63
C -1.84 2.96 0.08
H -2.19 3.81 1.10
H -1.80 3.57 -0.61
C -2.97 2.02 -0.15
N -3.13 1.15 1.17
C -3.47 -0.02 1.16
O -3.29 -0.78 0.08
C -4.11 -0.85 2.34
H -4.24 -0.12 3.12
C -2.79 -1.49 2.91
C -1.43 -0.75 3.01
O -1.52 0.28 3.67
N -0.53 -1.11 2.16
C -1.02 -2.24 1.18
N -0.24 -2.75 0.56
C 1.05 -2.00 -0.02
C 0.61 -1.64 -1.46
C -0.43 -1.06 -1.68
C -0.79 -0.42 -2.85
C 0.15 -0.34 -3.91
C 1.46 -0.64 -3.65
C 1.71 -1.39 -2.31
O 3.01 -1.69 -1.93
C 4.06 -1.78 -2.89
H 4.77 -2.53 -2.42
H 3.61 -2.33 -3.89
H 4.45 -0.96 -2.99
H 2.30 -0.63 -4.28
H 0.15 0.06 -4.83
H -1.76 -0.08 -2.98
H -1.16 -1.36 -0.96
H 1.80 -2.98 -0.29
H 1.62 -1.34 0.60
S -2.25 -3.03 1.90
H 0.02 -0.31 2.00
H -3.05 -1.77 4.13
H -4.80 -1.38 2.31
H -3.45 1.63 1.90
H -3.70 2.37 -0.50
H -2.61 1.23 -0.85
H -0.70 2.53 2.62
H 1.34 1.54 3.10
H 3.77 -0.37 -0.14
H 4.38 1.28 -0.10
```

Its highest occupied orbital energy is -0.2953 hartree. The value obtained for the total energy is -46697.550 eV. The lowest unoccupied orbital energy comes out at 0.0204 hartree.

Record 6
Below is a molecular structure, C5H8ClPS2, with properties calculated with the ωB97M-V functional and the def2-TZVPD basis.

The geometry in XYZ format:
```
17
C5H8ClPS2, DFT the ωB97M-V functional and the def2-TZVPD basis
C -0.82 -0.76 -0.77
C -0.83 0.34 0.00
C 0.06 -1.83 -0.71
C 0.18 0.46 1.10
C -1.80 1.44 -0.01
P 2.23 0.25 0.04
S 3.20 1.66 -0.82
S 1.84 -1.28 -1.24
Cl 3.22 -0.57 1.70
H -1.45 -0.89 -1.62
H 0.07 -2.29 0.40
H -0.33 -2.67 -1.21
H 0.16 1.38 1.52
H 0.33 -0.44 1.60
H -2.37 1.55 -0.94
H -1.23 2.35 0.17
H -2.46 1.31 0.80
```

Its highest occupied orbital energy is -0.3148 hartree. The value obtained for the total energy is -48795.964 eV. The lowest unoccupied orbital energy comes out at -0.0100 hartree.